# 1
Density functional theory data (ωB97M-V with the def2-TZVPD basis set) for a structure of composition C51H78BF4HfN3O3.

## Properties
E_LUMO   0.11 eV
Orbital gap   8.0001 eV
Charge   0

```
141
Properties=species:S:1:pos:R:3:mulliken_charge:R:1
Hf -0.93358 -0.36728 -0.10746 1.8699
C -5.93400 5.89273 0.48127 -1.7091
C -5.80984 4.66273 -0.42549 1.9221
C -7.06739 3.79369 -0.28635 -1.5487
C -5.71165 5.14454 -1.87077 -2.1171
C -4.60144 3.82534 -0.01380 -0.1656
C -3.60835 3.44156 -0.89326 -0.7224
C -2.58540 2.57797 -0.50257 -0.3311
C -1.66958 2.19311 -1.65367 -1.5647
N -0.36810 1.49334 -1.42640 -0.0650
C 0.11265 1.08120 -2.76947 -0.7712
C 1.36035 0.19880 -2.71709 -1.0851
N 1.44718 -0.58805 -1.47905 0.2921
C 2.58889 -0.15996 -0.66030 -1.3800
C 2.24977 -0.14913 0.80459 -1.2390
N 0.99815 0.57216 1.07275 0.6065
C 1.01766 2.00677 0.69700 -1.2934
C 0.64803 2.35216 -0.75710 -1.2608
C 0.77191 0.47526 2.53484 -1.0936
C 0.36746 -0.86566 3.10903 0.5841
C 0.42600 -0.96490 4.49328 -0.4968
C -0.05942 -2.07236 5.17098 -0.6277
C -0.58597 -3.11404 4.41149 -0.2833
C -0.64966 -3.08730 3.01886 -0.5475
C -0.17048 -1.93183 2.38766 0.0028
O -0.24178 -1.83308 1.03454 0.5796
C -1.20086 -4.25446 2.19744 2.7684
C -0.09184 -4.80084 1.28829 -1.6014
C -1.67954 -5.40932 3.08508 -2.5057
C -2.39224 -3.80592 1.34289 -1.4469
C -0.01668 -2.09929 6.69852 2.1180
C -0.60713 -3.38333 7.27708 -2.1772
C -0.82443 -0.91256 7.24239 -1.6509
C 1.43766 -1.98182 7.17085 -1.6977
C 1.51524 -2.05694 -1.70648 -1.1092
C 0.61294 -2.55528 -2.79605 -0.3074
C 1.13147 -3.38729 -3.78374 -0.0728
C 0.33138 -3.87214 -4.80539 -0.7489
C -1.00679 -3.48019 -4.80450 -0.2677
C -1.57583 -2.64287 -3.85119 -0.5512
C -0.73156 -2.18301 -2.82458 0.2152
O -1.18059 -1.39298 -1.84210 0.4115
C -3.06142 -2.28951 -3.86927 2.5557
C -3.79577 -2.86200 -5.08636 -2.6473
C -3.70638 -2.86978 -2.60839 -1.4530
C -3.24811 -0.76943 -3.90348 -1.1057
C 0.84128 -4.83070 -5.87985 1.9155
C 2.36219 -4.97775 -5.83852 -2.0926
C 0.20997 -6.20820 -5.65159 -1.5654
C 0.45282 -4.32160 -7.27446 -1.6504
C -2.54682 2.08089 0.80305 0.1282
O -1.59715 1.15627 1.06500 0.1634
C -3.48374 2.53212 1.75606 0.7602
C -4.48850 3.37038 1.29405 -0.8759
C -3.53791 2.20847 3.25677 2.7462
C -3.55207 3.54124 4.02778 -2.0397
C -4.81771 1.43125 3.59154 -1.9073
C -2.35605 1.41076 3.79532 -2.5460
H -6.78383 6.50540 0.17470 0.4776
H -5.03476 6.50848 0.42765 0.3449
H -6.08814 5.61513 1.52267 0.3093
H -7.95260 4.35238 -0.59607 0.4617
H -7.21337 3.47318 0.74516 0.3129
H -6.98709 2.89753 -0.89992 0.2905
H -6.58225 5.75822 -2.10738 0.4505
H -5.69537 4.31443 -2.57716 0.3530
H -4.82150 5.75431 -2.03676 0.3659
H -3.63119 3.78261 -1.92061 0.6015
H -1.44640 3.12857 -2.18585 0.9750
H -2.22732 1.55664 -2.34439 0.3341
H 0.31631 1.97975 -3.36666 0.7565
H -0.70635 0.54515 -3.24343 0.1080
H 2.26115 0.81020 -2.81853 0.4865
H 1.34338 -0.45911 -3.58690 0.6295
H 2.89223 0.84038 -0.96474 0.5081
H 3.45681 -0.81021 -0.83380 0.6249
H 3.07270 0.31617 1.36713 0.6118
H 2.11976 -1.16054 1.19109 0.3392
H 2.00742 2.43722 0.90536 0.7677
H 0.30316 2.49576 1.35283 0.2803
H 1.53748 2.33403 -1.38532 0.6090
H 0.28759 3.38536 -0.76370 0.7218
H -0.00993 1.18667 2.77186 -0.6131
H 1.69038 0.80105 3.04368 0.8918
H 0.83909 -0.13050 5.04855 0.5468
H -0.96599 -3.98127 4.92086 0.7984
H 0.76663 -5.12880 1.87750 0.4001
H 0.24112 -4.05241 0.57277 0.0292
H -0.46462 -5.66052 0.72862 0.4516
H -0.87862 -5.82156 3.69999 0.4344
H -2.05049 -6.21119 2.44588 0.4594
H -2.49853 -5.10952 3.73952 0.4497
H -2.10641 -3.13670 0.53350 -0.3352
H -3.14880 -3.29791 1.94215 0.2510
H -2.86091 -4.68097 0.88937 0.6107
H -1.65252 -3.51366 6.99593 0.4103
H -0.56005 -3.34551 8.36632 0.4322
H -0.05446 -4.26660 6.95307 0.3945
H -1.86026 -0.95959 6.90484 0.3561
H -0.41051 0.03963 6.91130 0.3178
H -0.81917 -0.91738 8.33399 0.4826
H 2.03681 -2.81405 6.79964 0.3657
H 1.48234 -1.98783 8.26121 0.4604
H 1.89791 -1.05721 6.82336 0.3120
H 1.28119 -2.53105 -0.74826 0.3405
H 2.54671 -2.33478 -1.96446 0.5765
H 2.18082 -3.64608 -3.73149 0.5748
H -1.64334 -3.85767 -5.58813 0.5227
H -3.81227 -3.95214 -5.08296 0.4287
H -3.36158 -2.52382 -6.02918 0.4316
H -4.83216 -2.52318 -5.05765 0.4797
H -3.62545 -3.95793 -2.61448 0.3984
H -4.76224 -2.60261 -2.55966 0.4895
H -3.23712 -2.49816 -1.70254 -0.2087
H -2.77877 -0.34786 -4.79665 0.3191
H -2.83613 -0.29833 -3.01408 -0.5605
H -4.31106 -0.52764 -3.92701 0.6036
H 2.70242 -5.42771 -4.90503 0.3586
H 2.86206 -4.01478 -5.95547 0.4009
H 2.69065 -5.62626 -6.65168 0.4346
H 0.49276 -6.61078 -4.67814 0.3344
H 0.53738 -6.90936 -6.42153 0.4561
H -0.87822 -6.15310 -5.68506 0.3283
H 0.82887 -3.31091 -7.44001 0.3496
H -0.62619 -4.30440 -7.42010 0.3219
H 0.87502 -4.97212 -8.04261 0.4691
H -5.24855 3.67026 2.00120 0.2834
H -4.46015 4.11635 3.85386 0.3940
H -2.70160 4.16564 3.74848 0.4099
H -3.49151 3.34100 5.09943 0.4783
H -5.70360 1.90901 3.17649 0.2881
H -4.93302 1.38676 4.67712 0.5327
H -4.78062 0.41724 3.20042 0.3297
H -1.43199 1.97965 3.68833 0.3654
H -2.23865 0.44169 3.31688 0.1048
H -2.50872 1.24349 4.86420 0.8878
F -3.01836 -0.78321 0.04038 -0.4219
B -4.56664 -0.68955 -0.09635 0.1481
F -4.75116 0.06460 -1.22611 -0.3160
F -4.99717 -1.97711 -0.20422 -0.2536
F -5.00102 -0.07022 1.04198 -0.0234
```

***

# 2
Density functional theory data (ωB97M-V with the def2-TZVPD basis set) for a structure of composition C16H39F3N3O5Ti.

## Properties
E_LUMO (spin up / spin down)   0.39 / 0.28 eV
Multiplicity   4
Energy relative to the best compared isomer or geometry (same formula, charge and spin)   0.059 eV
Orbital gap (spin up / spin down)   3.5795 / 8.4268 eV
Charge   0

```
67
Properties=species:S:1:pos:R:3:mulliken_spin:R:1
Ti 16.53739 -21.74249 23.45025 2.6249
C 15.88819 -24.57346 23.15026 0.0108
O 16.61783 -23.92641 22.05716 -0.0054
O 15.25155 -23.68158 23.83035 0.0013
C 15.00736 -25.70354 22.61466 -0.0032
F 15.73012 -26.64407 21.96196 -0.0004
F 14.40420 -26.32160 23.63649 -0.0024
F 14.03606 -25.31974 21.77282 0.0005
C 17.76426 -24.59428 21.57732 0.0111
C 18.58177 -23.63713 20.73212 0.0295
H 18.09002 -23.37096 19.79568 0.0024
H 18.78512 -22.72455 21.30182 0.0044
H 19.54509 -24.08567 20.47519 0.0044
H 17.51582 -25.49674 21.00753 -0.0011
H 18.37272 -24.95387 22.42434 -0.0131
H 16.64661 -25.12948 23.76572 0.0099
C 12.66098 -22.48986 20.82760 0.0097
C 12.01413 -22.03674 22.13912 0.0021
C 11.09936 -23.10317 22.71577 0.0020
O 10.49609 -22.76247 23.93845 0.0000
C 9.57108 -21.70318 23.84090 0.0002
N 13.05521 -21.60639 23.11294 0.0357
H 13.61855 -22.96387 20.99154 -0.0012
H 12.69188 -21.66636 20.11442 -0.0002
H 12.00536 -23.23222 20.35523 -0.0001
H 11.47596 -21.11470 21.89367 0.0030
H 11.71242 -23.99301 22.88566 -0.0008
H 10.33458 -23.39696 21.97491 -0.0003
H 10.01348 -20.79527 23.41309 0.0000
H 9.24051 -21.46518 24.84855 0.0000
H 8.71448 -21.98041 23.21164 0.0000
H 13.65813 -22.43104 23.32612 -0.0318
H 12.56690 -21.47896 24.00120 0.0138
C 15.96089 -20.03709 19.27894 0.0140
C 16.44882 -20.62867 20.59333 -0.0011
C 17.68395 -19.89269 21.07646 -0.0015
O 18.19221 -20.61558 22.18809 -0.0680
C 19.40283 -20.09104 22.69015 0.0620
N 15.44666 -20.52561 21.67370 0.0911
H 14.98179 -20.45481 19.02658 0.0012
H 16.60248 -20.27213 18.42524 0.0017
H 15.83765 -18.95263 19.34707 -0.0042
H 16.67984 -21.68798 20.47125 -0.0002
H 17.42220 -18.87385 21.39492 0.0489
H 18.43956 -19.87030 20.28020 -0.0036
H 19.76125 -20.76062 23.46684 -0.0094
H 19.22314 -19.11689 23.17371 0.0060
H 20.13968 -19.97794 21.89043 0.0061
H 14.92854 -19.65028 21.58979 0.0254
H 14.67209 -21.17684 21.53448 -0.0203
C 17.17834 -19.42586 27.26296 -0.0036
C 17.27715 -20.19742 25.95433 -0.0490
C 18.02429 -21.48795 26.18601 -0.0192
O 18.24076 -22.15965 24.94110 -0.0618
C 18.75946 -23.46463 25.10431 0.0988
N 15.93509 -20.49910 25.40237 0.0130
H 18.14577 -19.34730 27.76441 0.0029
H 16.54161 -19.99720 27.94286 0.0009
H 16.74748 -18.44470 27.08178 0.0005
H 17.76195 -19.65473 25.13796 0.0934
H 17.42835 -22.12441 26.85553 0.0050
H 19.00891 -21.27105 26.61535 -0.0015
H 17.99495 -24.10781 25.55078 0.0007
H 19.71103 -23.48331 25.64475 0.0033
H 18.95203 -23.83754 24.09588 -0.0193
H 15.41868 -19.62523 25.39080 0.0501
H 15.38185 -21.13858 25.96967 0.0319
```

***

# 3
Density functional theory data (ωB97M-V with the def2-TZVPD basis set) for an isolated molecule of C3H7N3O.

## Properties
SMILES string   CN/C=N\C=N\O
E_LUMO   0.65 eV
Energy relative to the best compared isomer or geometry (same formula, charge and spin)   5.966 eV
Orbital gap   9.4431 eV
Charge   0

```
14
Properties=species:S:1:pos:R:3:nbo_charge:R:1
C -2.09549 -0.80101 0.08977 -0.4576
N -0.77802 -0.10873 0.03881 -0.6454
C -0.75236 1.25165 0.08115 0.2999
N 0.42199 1.89162 0.00235 -0.5520
C 1.55623 0.95339 -0.00259 0.2095
N 1.65315 -0.34523 0.08295 -0.2880
O 3.01393 -0.58223 0.13330 -0.5462
H -3.01525 -0.26393 -0.60929 0.2339
H -1.90851 -1.93502 -0.53678 0.2006
H -2.23474 -1.24413 1.21849 0.2286
H 0.13738 -0.67345 -0.25710 0.4566
H -1.63682 1.92427 0.15890 0.2018
H 2.64765 1.43033 0.14855 0.1903
H 2.99085 -1.49753 -0.54852 0.4681
```

***

Total energy list, top to bottom, in Eh: -2852.97861; -2322.47422; -357.83063